No. 1
23
Properties=species:S:1:pos:R:3:forces:R:3:nbo_charge:R:1 method="wB97M-V/def2-TZVPD" de_lowest_kj_mol=202.5 lumo_energy_ev=-2.90 homo_energy_ev=-15.294 charge=+1 total_energy_ha=-329.80373
O 1.283450 3.635809 0.418920 -1.550 5.087 3.321 -0.52
C 1.872729 4.916818 0.353490 0.941 1.158 -0.472 -0.27
C -1.487939 2.102489 2.429069 -0.094 -0.067 0.059 -0.61
C 0.240760 3.597999 1.379550 -1.038 -0.066 0.912 -0.07
C -0.354900 2.205099 1.408510 0.084 -0.276 -0.179 -0.43
H 2.671309 4.881638 -0.406540 -0.324 0.021 0.306 0.21
H 1.139639 5.686208 0.058180 0.167 -0.409 0.082 0.21
H 2.318809 5.208178 1.319269 -0.202 -0.272 -0.300 0.21
H -1.114690 2.334959 3.440629 -0.211 -0.115 -0.361 0.22
H -1.907499 1.082420 2.434699 0.144 0.494 0.051 0.24
H -2.293869 2.813009 2.179539 0.268 -0.311 0.149 0.22
H -0.536070 4.342088 1.118160 0.382 -0.247 0.004 0.20
H 0.640670 3.865048 2.376639 -0.028 -0.077 -0.448 0.20
H 0.449220 1.484760 1.653379 -0.362 0.179 -0.016 0.19
H -0.727520 1.961809 0.394900 -0.001 0.040 0.404 0.20
C 3.017929 1.253010 0.032780 0.386 -0.423 -0.014 -0.43
N 1.855519 1.867279 -0.682510 1.547 -5.081 -3.433 -0.71
H 3.346959 0.337230 -0.486550 -0.157 0.446 0.256 0.23
H 2.736229 0.989530 1.066130 -0.021 0.216 -0.527 0.23
H 3.863429 1.960469 0.068130 -0.513 -0.215 -0.084 0.23
H 2.116279 2.117549 -1.657679 -0.244 -0.490 0.718 0.42
H 1.055470 1.203789 -0.718460 0.798 0.446 -0.177 0.42
H 1.541520 2.731419 -0.196440 0.030 -0.038 -0.251 0.43

***

No. 2
8
Properties=species:S:1:pos:R:3:forces:R:3:nbo_charge:R:1 method="wB97M-V/def2-TZVPD" de_lowest_kj_mol=57.5 smiles="O=[P@H]([O-])[P@H](=O)[O-]" lumo_energy_ev=7.42 homo_energy_ev=0.058 charge=-2 total_energy_ha=-984.93332
O -1.239820 -1.250008 -2.392965 -0.241 0.647 -0.609 -1.21
P -0.441922 -0.751137 -1.218470 -0.200 -1.934 0.906 1.64
O -0.763580 -1.482596 0.100727 0.575 0.964 -0.822 -1.21
P -0.387744 1.368155 -0.548366 -1.822 3.125 -3.538 1.57
O -0.771667 2.647118 -1.557565 0.719 -3.941 2.939 -1.20
O 0.908279 1.562064 0.192874 -0.449 -0.215 0.619 -1.18
H 0.911559 -0.973475 -1.559914 0.539 -0.067 0.046 -0.24
H -1.645218 0.872930 0.117641 0.879 1.421 0.460 -0.18

***

No. 3
79
Properties=species:S:1:pos:R:3:forces:R:3:lowdin_charge:R:1 method="wB97M-V/def2-TZVPD" de_lowest_kj_mol=0.0 lumo_energy_ev="-10.26 / -10.20" homo_energy_ev="-16.470 / -16.472" charge=+3 total_energy_ha=-7020.29555
V 0.667777 -0.853108 0.824438 0.248 0.129 0.327 0.68
Cl -0.863988 1.059357 -0.339430 -0.043 0.134 -0.038 0.91
C -2.481024 0.577779 0.124567 -0.050 -0.015 0.031 -0.59
C -3.453783 1.521294 0.363525 0.024 0.042 -0.012 -0.06
C -4.722892 1.062419 0.712473 -0.009 -0.045 -0.006 -0.02
C -4.978107 -0.297982 0.812356 -0.008 0.024 -0.010 -0.03
C -3.974601 -1.226758 0.554013 -0.028 -0.042 0.012 -0.05
C -2.702334 -0.787325 0.204230 0.159 -0.104 -0.030 -0.38
P -1.371956 -1.882637 -0.381978 -0.181 0.084 -0.086 1.13
C -1.339002 -1.636955 -2.163894 -0.023 -0.043 0.037 -0.36
C -0.179575 -1.796155 -2.921045 0.015 0.013 0.037 -0.09
C -0.232092 -1.639036 -4.295952 -0.011 0.013 -0.009 -0.04
C -1.433263 -1.324733 -4.917937 0.008 0.001 0.001 -0.03
C -2.589171 -1.165136 -4.165703 -0.020 -0.008 0.016 -0.03
C -2.549944 -1.316757 -2.789521 0.049 0.015 -0.022 -0.06
C -1.906152 -3.519666 0.057732 0.035 0.094 0.064 -0.40
C -2.161603 -4.463625 -0.934231 0.004 0.001 -0.059 -0.06
C -2.689351 -5.694140 -0.574680 -0.014 -0.025 0.004 -0.02
C -2.947075 -5.979959 0.757744 0.016 0.016 -0.010 -0.02
C -2.682485 -5.038168 1.749812 -0.001 0.000 -0.001 -0.04
C -2.160993 -3.808975 1.402461 0.000 0.007 0.007 -0.12
H -3.246427 2.578547 0.267206 0.005 -0.002 0.003 0.13
H -5.513046 1.778795 0.893708 0.000 -0.001 0.010 0.13
H -5.969799 -0.643386 1.071682 0.000 0.004 0.002 0.13
H -4.190905 -2.286492 0.601165 0.005 0.019 0.002 0.12
H 0.750272 -2.060450 -2.442732 0.011 -0.023 -0.006 0.07
H 0.663836 -1.770594 -4.887676 0.000 -0.006 -0.001 0.12
H -1.470105 -1.205508 -5.992446 0.000 0.000 -0.001 0.13
H -3.525960 -0.924359 -4.649459 0.002 -0.002 -0.007 0.12
H -3.458668 -1.189483 -2.216382 -0.012 -0.011 -0.008 0.11
H -1.951936 -4.242382 -1.972929 -0.004 0.003 0.008 0.12
H -2.897221 -6.430717 -1.338605 -0.001 -0.003 0.003 0.13
H -3.354589 -6.944191 1.030492 -0.007 0.001 0.001 0.13
H -2.885175 -5.274801 2.785599 -0.001 -0.002 0.003 0.12
H -1.948857 -3.064858 2.163859 -0.015 -0.022 0.005 0.09
Cl 5.418306 3.349072 -2.762797 0.027 0.034 -0.018 0.80
C 4.320851 2.217808 -2.111140 -0.059 -0.098 0.016 -0.63
C 4.075203 1.014762 -2.782692 0.026 0.082 0.035 -0.01
C 3.191182 0.076524 -2.274504 -0.069 -0.134 -0.038 0.05
C 2.540954 0.338425 -1.083538 0.115 0.037 -0.128 -0.25
O 1.685159 -0.561311 -0.556909 -0.261 -0.042 0.088 -0.22
C 2.777189 1.539644 -0.396097 -0.095 0.023 0.114 -0.12
C 2.122859 1.807664 0.844601 0.087 0.002 0.103 -0.11
O 1.320345 1.050878 1.426078 -0.019 0.009 -0.078 -0.21
C 3.672894 2.479650 -0.917316 0.022 0.029 -0.039 0.00
H 4.591083 0.820364 -3.713812 0.000 0.000 -0.003 0.13
H 3.007952 -0.854408 -2.794292 0.015 0.012 -0.008 0.14
H 2.347506 2.755927 1.343164 -0.012 0.008 -0.022 0.17
H 3.858782 3.406283 -0.388451 0.008 0.002 -0.007 0.14
C 0.182158 1.185099 4.453641 0.013 -0.014 -0.075 -0.16
As -0.795059 -0.354274 3.903626 -0.011 0.078 0.190 1.14
C -0.293777 -1.899052 4.897239 0.007 -0.036 -0.091 -0.15
C -2.670607 -0.046187 3.925207 0.010 -0.021 -0.079 -0.15
O -0.432886 -0.689933 2.243197 0.024 -0.093 -0.366 -0.60
H -0.075185 1.397577 5.491841 -0.013 -0.012 0.003 0.07
H -0.096907 2.024144 3.819947 0.008 0.012 0.015 0.06
H 1.247729 0.981622 4.370585 -0.005 0.010 0.013 0.05
H -0.563672 -1.748116 5.942649 -0.007 0.016 0.003 0.07
H 0.781752 -2.037131 4.804925 0.003 -0.007 0.023 0.04
H -0.820954 -2.764724 4.498672 0.004 0.001 0.020 0.05
H -2.977848 0.259915 4.924864 0.011 -0.003 0.010 0.07
H -3.178656 -0.966304 3.641200 -0.029 0.010 0.011 0.06
H -2.892077 0.740041 3.203826 -0.032 0.001 0.020 0.05
O 0.345779 -5.296795 0.714138 0.015 0.001 0.024 -0.21
S 1.209151 -4.376033 0.064897 0.015 -0.057 -0.153 0.72
O 1.048384 -4.036801 -1.312994 -0.026 0.004 0.075 -0.24
N 1.217258 -2.863925 0.943882 0.148 -0.211 0.070 -0.18
C 2.381741 -2.745689 1.557213 -0.201 0.099 -0.156 -0.67
S 2.529603 -1.225366 2.285263 0.103 0.051 0.106 0.95
C 3.357665 -3.795160 1.382021 0.042 -0.073 0.010 -0.21
C 4.626998 -3.912434 1.931750 0.004 0.010 0.002 0.03
C 5.382735 -5.021120 1.576555 -0.013 0.022 0.009 -0.01
C 4.879484 -5.975928 0.696002 -0.024 -0.006 -0.015 0.01
C 3.602026 -5.863056 0.143201 0.009 -0.037 -0.019 0.01
C 2.873019 -4.755420 0.502227 -0.014 0.063 0.069 -0.20
H 5.013101 -3.167212 2.615620 0.011 -0.007 0.000 0.13
H 6.374355 -5.147076 1.988417 0.002 -0.008 -0.005 0.13
H 5.490256 -6.829351 0.433269 0.005 0.002 0.003 0.13
H 3.214962 -6.612749 -0.533438 0.003 -0.002 0.001 0.14

***

No. 4
10
Properties=species:S:1:pos:R:3:forces:R:3:nbo_charge:R:1 method="wB97M-V/def2-TZVPD" de_lowest_kj_mol=183.9 lumo_energy_ev="-0.89 / -1.05" homo_energy_ev="-7.151 / -7.659" total_energy_ha=-1136.43246
N -0.487504 1.075533 0.181667 2.684 -1.664 0.027 -1.29
N 1.037627 -0.594221 1.125301 -1.897 0.472 3.027 -1.23
P -1.808549 1.401040 -0.562570 -1.681 1.131 -0.168 0.77
P 2.232180 -1.617414 1.617468 -0.233 -1.733 2.431 0.49
P 0.941238 0.347458 -0.202885 -1.098 1.595 -1.008 1.05
H 0.276325 -0.431348 1.901551 1.674 -0.401 -2.228 0.46
H -2.518509 1.439159 0.657044 -0.898 0.387 0.038 -0.11
H -1.665036 -0.001410 -2.419106 1.305 -0.770 -1.471 -0.03
H 3.120669 -1.346404 0.662018 1.291 0.527 -1.776 -0.10
H -1.128442 -0.272394 -2.960487 -1.147 0.457 1.128 0.00